(1)
{
  "formula": "C35H71NO20S5",
  "method": "the ωB97M-V functional and the def2-TZVPD basis",
  "total_charge": 0,
  "lumo_ha": 0.0035,
  "smiles": "O=S1(=O)CCCC1.O=S1(=O)CCCC1.O=S1(=O)CCCC1.O=S1(=O)CCCC1.O=S1(=O)CCCC1.CCOC(=O)OC.CCOC(=O)OC.CCOC(=O)OC.CNC(C)=O",
  "total_energy_ev": -134061.2635,
  "max_force_ev_per_a": 2.323,
  "elements": ["O", "S", "O", "C", "C", "C", "C", "H", "H", "H", "H", "H", "H", "H", "H", "O", "S", "O", "C", "C", "C", "C", "H", "H", "H", "H", "H", "H", "H", "H", "O", "S", "O", "C", "C", "C", "C", "H", "H", "H", "H", "H", "H", "H", "H", "O", "S", "O", "C", "C", "C", "C", "H", "H", "H", "H", "H", "H", "H", "H", "O", "S", "O", "C", "C", "C", "C", "H", "H", "H", "H", "H", "H", "H", "H", "C", "C", "O", "C", "O", "O", "C", "H", "H", "H", "H", "H", "H", "H", "H", "C", "C", "O", "C", "O", "O", "C", "H", "H", "H", "H", "H", "H", "H", "H", "C", "C", "O", "C", "O", "O", "C", "H", "H", "H", "H", "H", "H", "H", "H", "C", "N", "C", "C", "O", "H", "H", "H", "H", "H", "H", "H"],
  "coordinates": [[-4.359, -6.097, 0.756], [-5.164, -5.565, 1.829], [-6.155, -6.354, 2.514], [-4.079, -4.736, 2.988], [-3.967, -3.300, 2.548], [-5.276, -2.859, 1.884], [-5.998, -4.054, 1.267], [-3.164, -5.330, 2.963], [-4.518, -4.849, 3.980], [-3.680, -2.624, 3.351], [-3.172, -3.203, 1.806], [-5.060, -2.096, 1.137], [-5.993, -2.374, 2.546], [-6.078, -4.115, 0.184], [-6.984, -4.202, 1.703], [5.087, 2.896, -0.386], [5.495, 3.405, 0.900], [4.684, 3.029, 2.037], [7.224, 3.157, 1.243], [7.747, 4.460, 1.871], [7.017, 5.603, 1.152], [5.564, 5.213, 0.895], [7.722, 3.041, 0.277], [7.346, 2.255, 1.835], [7.424, 4.452, 2.914], [8.820, 4.490, 1.721], [7.538, 5.807, 0.212], [6.969, 6.566, 1.662], [5.183, 5.565, -0.057], [4.904, 5.428, 1.731], [-4.527, 0.150, 2.781], [-5.758, 0.871, 2.549], [-6.999, 0.262, 2.951], [-5.496, 2.516, 3.250], [-4.848, 3.254, 2.089], [-5.660, 2.865, 0.850], [-5.879, 1.369, 0.806], [-4.898, 2.349, 4.139], [-6.483, 2.913, 3.486], [-4.975, 4.328, 2.222], [-3.801, 2.975, 1.984], [-5.310, 3.331, -0.071], [-6.662, 3.295, 0.969], [-5.261, 0.674, 0.241], [-6.908, 1.094, 0.578], [6.443, -0.353, -2.058], [5.211, -0.865, -2.593], [4.286, 0.035, -3.230], [5.520, -2.268, -3.684], [4.169, -2.982, -3.588], [3.606, -2.952, -2.148], [4.316, -1.811, -1.395], [6.372, -2.850, -3.335], [5.781, -1.821, -4.642], [3.549, -2.489, -4.338], [4.269, -4.001, -3.975], [3.787, -3.833, -1.546], [2.550, -2.780, -2.336], [5.066, -2.249, -0.740], [3.668, -1.137, -0.840], [-0.469, -3.660, 1.693], [-0.249, -5.042, 1.367], [-0.880, -6.102, 2.111], [-0.553, -5.268, -0.383], [0.761, -4.900, -1.045], [1.837, -5.596, -0.216], [1.549, -5.300, 1.251], [-1.430, -4.708, -0.703], [-0.794, -6.320, -0.545], [0.717, -5.223, -2.093], [0.897, -3.830, -1.222], [2.831, -5.254, -0.498], [1.806, -6.662, -0.438], [1.949, -4.413, 1.737], [1.797, -6.189, 1.829], [2.760, -0.147, 2.075], [4.275, 0.044, 2.078], [4.832, -1.272, 1.878], [6.092, -1.469, 1.551], [6.535, -2.550, 1.265], [6.812, -0.334, 1.530], [8.157, -0.474, 1.095], [2.293, 0.804, 2.326], [2.500, -0.846, 2.873], [2.412, -0.529, 1.116], [4.515, 0.479, 3.042], [4.504, 0.626, 1.191], [8.708, 0.421, 1.360], [8.169, -0.574, 0.005], [8.633, -1.371, 1.488], [-5.337, 0.464, -3.258], [-6.696, 0.670, -2.587], [-7.463, -0.509, -2.888], [-8.308, -0.456, -3.911], [-8.433, 0.479, -4.664], [-9.001, -1.582, -3.952], [-9.995, -1.642, -4.999], [-5.007, -0.539, -3.004], [-4.587, 1.227, -3.081], [-5.589, 0.465, -4.325], [-7.270, 1.532, -2.909], [-6.522, 0.578, -1.518], [-10.772, -0.915, -4.766], [-10.346, -2.664, -5.025], [-9.557, -1.330, -5.945], [-2.544, -1.121, -0.230], [-1.128, -1.199, -0.776], [-0.629, 0.140, -0.926], [0.644, 0.225, -1.316], [1.267, -0.682, -1.811], [1.109, 1.405, -0.966], [2.378, 1.764, -1.504], [-2.737, -2.001, 0.377], [-3.230, -1.198, -1.082], [-2.803, -0.190, 0.265], [-1.147, -1.682, -1.753], [-0.479, -1.765, -0.107], [2.541, 1.812, -2.574], [3.165, 1.170, -1.036], [2.620, 2.737, -1.074], [1.123, 5.814, -0.771], [0.810, 6.865, 0.177], [1.764, 7.636, 0.783], [1.222, 8.745, 1.657], [2.948, 7.372, 0.707], [2.138, 5.467, -0.595], [0.986, 6.144, -1.800], [0.456, 4.970, -0.589], [-0.125, 6.906, 0.540], [0.183, 9.004, 1.469], [1.818, 9.646, 1.533], [1.365, 8.395, 2.682]],
  "forces_ev_per_angstrom": [[-0.05, -0.26, 0.00], [-0.19, 1.35, -0.16], [0.23, -0.57, -0.01], [0.05, -0.85, 0.62], [0.35, 0.33, -0.50], [-0.58, 0.38, -0.40], [-0.16, -0.79, 0.21], [0.17, 0.29, 0.00], [-0.15, 0.06, -0.07], [-0.11, -0.08, 0.14], [0.03, -0.23, 0.12], [0.06, -0.07, -0.11], [0.32, -0.04, 0.40], [0.18, 0.18, -0.03], [-0.14, 0.24, -0.19], [0.41, -0.16, -0.12], [-0.72, 0.79, -0.06], [0.33, -0.13, 0.26], [0.57, 0.08, -0.53], [-1.28, -0.39, 0.26], [-0.06, 0.48, -0.56], [0.19, -0.90, -0.02], [-0.21, -0.28, -0.06], [-0.04, 0.01, 0.08], [0.57, 0.11, 0.14], [0.11, 0.22, 0.44], [-0.19, -0.10, -0.10], [0.50, -0.18, 0.35], [-0.23, 0.12, 0.11], [-0.07, 0.50, -0.14], [0.01, 0.00, -0.24], [0.42, -0.35, 0.25], [-0.08, 0.18, 0.11], [-0.44, -0.62, -0.47], [-0.28, 0.27, -0.04], [-0.55, 0.49, -0.45], [-0.64, -0.83, 0.76], [0.07, 0.17, 0.05], [0.06, 0.10, 0.12], [0.45, 0.03, 0.10], [0.06, 0.13, 0.04], [0.39, -0.32, -0.02], [0.08, 0.07, 0.13], [0.58, 0.46, -0.02], [-0.03, 0.20, -0.16], [0.25, 0.19, 0.22], [0.26, -0.41, 0.00], [0.09, 0.00, -0.36], [-0.20, 0.49, 0.45], [0.94, -0.87, -1.25], [0.04, 1.13, -0.76], [-0.15, -0.23, 0.19], [-0.04, 0.12, 0.29], [-0.23, -0.20, -0.17], [-0.50, 0.11, 0.53], [0.02, -0.01, 0.22], [-0.10, -0.42, -0.44], [-0.14, 0.06, 0.83], [0.06, 0.15, 0.17], [-0.07, -0.04, -0.04], [-0.24, 0.47, 0.29], [0.34, -0.88, -0.77], [-0.03, 0.27, 0.25], [-0.38, 0.03, -0.11], [-0.41, 0.07, -1.32], [0.39, 0.93, -0.48], [-0.56, -0.86, 0.51], [0.07, 0.25, 0.20], [0.13, -0.07, 0.16], [0.23, -0.52, 0.21], [0.04, 0.15, 0.91], [0.03, -0.03, 0.09], [-0.10, -0.08, 0.30], [0.42, 0.07, -0.47], [-0.11, 0.21, 0.34], [0.42, -0.19, 0.54], [-1.44, -0.35, -0.82], [-0.27, -0.36, 0.49], [0.55, 0.34, -0.35], [-0.14, -0.13, 0.07], [-0.25, 0.18, 0.46], [0.40, -0.42, -0.93], [-0.07, 0.06, -0.27], [-0.15, -0.10, -0.15], [-0.14, 0.05, 0.01], [0.82, 0.10, -0.20], [0.55, 0.46, 0.41], [-0.13, 0.06, 0.25], [-0.08, 0.08, 0.05], [-0.11, 0.11, 0.30], [-1.20, 0.18, -1.05], [0.91, -0.90, 0.11], [-0.30, -0.44, 0.37], [0.06, 0.54, -0.08], [-0.04, 0.02, -0.06], [-0.17, -0.43, -0.19], [0.43, 0.71, 0.17], [0.33, 0.07, 0.14], [0.00, 0.03, 0.28], [0.51, -0.02, -0.07], [0.25, 0.25, 0.17], [-0.56, 0.48, 0.04], [-0.22, -0.25, 0.01], [-0.10, -0.04, 0.04], [0.06, -0.23, -0.05], [-0.39, -0.36, -1.07], [-0.27, 0.04, 0.06], [-0.01, 0.17, 0.14], [-0.17, -0.85, 0.53], [0.14, 0.09, -0.21], [-0.27, 0.65, -0.89], [1.64, 0.75, 1.46], [-0.02, 0.24, 0.28], [-0.09, 0.08, 0.09], [0.36, -0.07, 0.46], [0.22, -0.07, 0.01], [0.10, 0.12, -0.02], [-0.70, -0.47, -0.15], [-0.16, -0.44, -0.39], [-0.46, 0.17, -0.20], [-0.18, -0.36, 0.46], [0.10, 0.30, -0.07], [-0.55, -0.66, 0.18], [0.35, -0.05, 0.13], [0.31, 0.38, -0.30], [0.08, 0.10, -0.16], [0.16, 0.04, -0.03], [0.02, -0.02, -0.08], [-0.07, 0.26, -0.18], [-0.09, -0.18, 0.03], [0.12, -0.09, -0.05], [-0.18, 0.20, 0.06]]
}


(2)
{
  "formula": "C12H34F3O10Y2",
  "method": "the ωB97M-V functional and the def2-TZVPD basis",
  "total_charge": 3,
  "lumo_ha": -0.4739,
  "total_energy_ev": -43678.6317,
  "relative_energy_kcal_mol": 0.0,
  "max_force_ev_per_a": 5.480,
  "elements": ["Y", "Y", "O", "C", "C", "O", "H", "H", "H", "H", "C", "O", "O", "C", "F", "F", "F", "C", "C", "H", "H", "H", "H", "H", "H", "C", "O", "H", "H", "H", "H", "C", "O", "H", "H", "H", "H", "C", "O", "H", "H", "H", "H", "C", "O", "H", "H", "H", "H", "C", "O", "H", "H", "H", "H", "C", "O", "H", "H", "H", "H"],
  "coordinates": [[-15.305, -27.610, -12.177], [-12.801, -23.823, -12.500], [-14.459, -25.496, -12.970], [-15.526, -25.009, -13.851], [-16.983, -25.343, -13.479], [-17.185, -26.429, -12.537], [-15.420, -25.538, -14.810], [-15.312, -23.975, -14.137], [-17.631, -25.580, -14.322], [-17.373, -24.435, -13.001], [-12.452, -22.647, -15.502], [-13.870, -22.588, -15.386], [-12.035, -23.572, -14.613], [-11.939, -22.947, -16.915], [-10.622, -23.070, -16.901], [-12.488, -24.081, -17.391], [-12.273, -21.968, -17.752], [-14.594, -21.628, -16.164], [-16.074, -21.748, -15.868], [-16.327, -21.538, -14.819], [-16.596, -20.991, -16.454], [-16.494, -22.725, -16.117], [-14.459, -21.735, -17.237], [-14.285, -20.612, -15.881], [-12.058, -21.628, -15.311], [-14.071, -23.394, -9.209], [-13.725, -24.315, -10.323], [-13.227, -23.283, -8.537], [-14.450, -22.462, -9.620], [-14.925, -23.792, -8.661], [-14.035, -25.180, -10.048], [-15.197, -25.917, -18.289], [-16.509, -26.448, -18.248], [-15.113, -25.222, -19.127], [-14.886, -25.488, -17.330], [-14.512, -26.728, -18.542], [-17.081, -25.704, -18.019], [-18.867, -24.583, -17.069], [-18.162, -23.963, -18.140], [-18.677, -25.656, -17.008], [-18.597, -24.108, -16.116], [-19.947, -24.539, -17.232], [-18.497, -23.065, -18.219], [-18.994, -23.710, -10.280], [-17.986, -24.726, -10.172], [-18.900, -23.172, -11.223], [-19.980, -24.166, -10.196], [-18.890, -23.034, -9.436], [-17.735, -25.029, -11.044], [-13.386, -20.502, -12.640], [-14.054, -21.833, -12.566], [-13.730, -20.042, -13.564], [-13.689, -19.912, -11.781], [-12.306, -20.630, -12.687], [-14.981, -21.637, -12.373], [-20.055, -28.046, -13.255], [-20.079, -27.161, -12.146], [-20.980, -28.612, -13.260], [-19.955, -27.633, -14.267], [-19.181, -28.699, -13.088], [-19.237, -26.704, -12.073]],
  "forces_ev_per_angstrom": [[-3.37, 3.92, -1.82], [-0.78, 0.55, -3.83], [-0.27, -1.60, 1.75], [0.21, -1.50, -2.15], [-0.65, 1.06, 1.81], [4.55, -2.03, 0.23], [0.64, 0.13, 0.03], [-0.41, 0.13, 0.34], [0.44, 0.24, -0.38], [-0.41, -0.23, 0.00], [-0.47, 1.42, -0.44], [0.03, -0.54, -0.30], [-0.51, -0.79, 4.00], [-0.57, -0.86, -0.33], [0.13, -0.04, 0.06], [0.19, 0.06, 0.17], [0.13, 0.28, -0.05], [-0.59, 0.61, 0.17], [-0.20, -0.04, 0.35], [0.18, 0.01, -0.03], [-0.05, -0.08, -0.04], [0.16, 0.01, -0.20], [0.29, -0.23, 0.05], [0.25, -0.11, -0.14], [0.08, -0.16, 0.20], [-0.68, 0.02, 0.38], [0.19, 0.49, -0.07], [0.14, 0.12, -0.16], [0.48, 0.09, -0.23], [0.15, -0.29, -0.06], [0.03, 0.02, 0.13], [0.08, -0.49, -0.73], [-0.01, 0.10, 0.77], [0.13, 0.41, 0.32], [0.04, 0.26, -0.09], [-0.06, -0.11, 0.19], [0.07, -0.15, -0.55], [-0.65, 0.23, -0.03], [0.12, -0.44, 0.46], [0.45, 0.08, -0.23], [-0.21, -0.08, 0.06], [0.02, 0.29, 0.19], [0.00, -0.03, -0.22], [-0.26, -0.27, 0.19], [0.72, 0.04, 0.18], [-0.11, 0.14, 0.04], [-0.03, 0.02, -0.21], [0.16, 0.09, -0.07], [-0.36, -0.10, -0.11], [-0.37, 0.01, -0.50], [0.81, -0.18, 0.80], [0.10, 0.07, 0.03], [0.15, -0.03, 0.07], [-0.03, -0.17, 0.10], [-0.05, -0.32, -0.12], [0.77, -0.37, 0.30], [-0.46, 0.44, -0.29], [0.06, -0.17, 0.23], [0.00, 0.58, 0.28], [-0.35, -0.45, -0.38], [-0.04, -0.06, -0.13]]
}


(3)
{
  "formula": "C3H11NP",
  "method": "the ωB97M-V functional and the def2-TZVPD basis",
  "total_charge": 1,
  "lumo_ha": -0.1754,
  "total_energy_ev": -14059.4111,
  "relative_energy_kcal_mol": 88.4,
  "max_force_ev_per_a": 3.785,
  "elements": ["C", "C", "C", "N", "P", "H", "H", "H", "H", "H", "H", "H", "H", "H", "H", "H"],
  "coordinates": [[0.449, 0.939, 0.085], [2.719, 0.144, 0.018], [0.834, -1.368, -0.183], [1.224, -0.028, -0.038], [-3.189, 0.611, 0.125], [0.879, 1.999, 0.187], [-3.076, -0.132, -1.123], [-0.608, 0.844, -0.256], [3.130, -0.796, 0.347], [3.011, 0.348, -0.977], [2.919, 1.092, 0.591], [1.496, -2.006, 0.424], [-0.220, -1.429, 0.003], [1.062, -1.713, -1.230], [-3.032, -0.741, 0.656], [-4.569, 0.694, 0.182]],
  "forces_ev_per_angstrom": [[-1.11, 3.26, -1.58], [-1.22, 1.59, 0.90], [0.18, -2.20, -1.77], [2.85, 0.37, 0.87], [1.17, -1.67, -0.54], [-0.69, -1.78, 0.15], [-0.35, 0.91, 0.24], [0.62, -0.04, 1.11], [0.44, 0.20, 0.49], [0.47, -0.01, -1.19], [0.13, -1.43, -0.18], [-0.82, 0.24, 0.21], [-0.39, -0.58, 0.23], [-0.37, 0.43, 0.77], [-0.36, 0.95, 0.36], [-0.55, -0.24, -0.07]]
}